(1)
Computed, not measured: one molecule with the formula C30H32O4, with the ωB97M-V functional and the def2-TZVPD basis.

```
66
Properties=species:S:1:pos:R:3:forces:R:3
C 5.32289 -3.59747 0.72185 0.1 -0.4 0.0
C 4.60992 -2.42399 0.10199 -0.6 -0.1 0.1
O 3.25665 -2.47262 0.65152 0.6 0.5 -0.4
C 2.28157 -1.82514 -0.01140 0.0 0.8 -1.0
O 2.44940 -1.38916 -1.15304 0.0 -1.0 1.3
C 1.01819 -1.85009 0.77103 0.2 -1.0 0.2
C -0.06245 -1.02893 0.74694 1.6 0.1 0.7
O 0.02210 0.28274 0.49423 -1.2 -0.3 -0.8
C 0.93305 0.80924 -0.47286 -0.2 1.0 -0.3
C 2.14672 1.33907 0.22846 0.5 0.2 0.0
C 3.39418 1.25499 -0.39671 -0.3 0.2 0.1
C 4.52620 1.77581 0.21887 -0.1 0.1 0.1
C 4.40278 2.45889 1.43480 -0.1 0.1 -0.2
C 3.14270 2.60862 2.02070 0.0 -0.2 0.0
C 2.02688 1.98434 1.45841 0.3 0.1 0.0
C 0.07564 1.87453 -1.13119 -0.3 0.3 0.1
C -0.65640 1.54310 -2.27310 0.5 0.2 -0.1
C -1.61903 2.40796 -2.77625 -0.3 0.3 0.3
C -1.95198 3.54903 -2.03322 -0.6 -0.3 0.4
O -3.13011 4.24224 -2.34346 0.0 0.6 -0.2
C -4.26721 3.90588 -1.59163 0.7 -0.6 -0.1
C -4.28171 4.03854 -0.19970 -0.2 -0.3 -0.3
C -5.28157 3.37198 0.51281 -0.1 0.1 -0.2
C -6.25232 2.62405 -0.16042 0.1 0.0 0.0
C -6.26796 2.58856 -1.55821 -0.1 0.3 0.1
C -5.30395 3.27825 -2.28743 0.4 -0.1 0.4
C -1.20701 3.92128 -0.91452 -0.1 -0.2 -0.3
C -0.19149 3.07949 -0.47773 0.1 0.1 -0.2
C -1.43161 -1.41464 1.21800 -0.2 0.4 0.3
C -2.12089 -2.41036 0.27961 -0.2 -0.1 0.2
C -1.72744 -3.87566 0.46794 -0.1 -0.3 -0.5
C -0.37535 -4.30121 -0.13470 0.0 -0.4 0.0
C 0.77209 -4.37611 0.87223 0.2 -0.1 0.1
C 0.96493 -3.07939 1.66536 -0.4 -0.3 -0.1
H 6.39162 -3.55983 0.50269 0.0 0.0 0.0
H 5.19148 -3.61393 1.80965 0.0 0.1 -0.2
H 4.93575 -4.53841 0.31296 0.0 0.2 0.1
H 5.05666 -1.46801 0.40634 -0.2 -0.2 -0.2
H 4.56640 -2.49642 -0.99133 0.0 0.1 0.3
H 1.21718 0.07752 -1.22615 -0.2 0.0 0.3
H 3.43707 0.77464 -1.37131 0.2 0.0 0.2
H 5.49497 1.66617 -0.26933 -0.2 0.1 0.2
H 5.28647 2.89074 1.90902 -0.3 -0.1 -0.2
H 3.00321 3.21719 2.91485 0.2 -0.3 -0.1
H 1.05323 2.01690 1.95217 0.4 0.0 -0.1
H -0.45140 0.59093 -2.76335 -0.1 0.2 0.0
H -2.15935 2.17409 -3.69249 0.0 0.0 0.3
H -3.50070 4.60713 0.30627 -0.3 -0.3 -0.1
H -5.28293 3.42938 1.60202 -0.1 0.0 -0.3
H -7.00190 2.06845 0.40581 0.2 0.2 -0.2
H -7.02608 2.01797 -2.09512 0.1 0.2 0.2
H -5.27023 3.26582 -3.37592 0.0 -0.1 0.3
H -1.45342 4.83315 -0.37027 0.1 -0.3 -0.2
H 0.37952 3.36209 0.40280 -0.1 -0.1 -0.2
H -1.38358 -1.81041 2.24433 -0.2 0.1 -0.3
H -2.03204 -0.49492 1.23369 0.2 -0.2 0.1
H -3.20203 -2.33630 0.46566 0.2 0.1 -0.1
H -1.95970 -2.10026 -0.76453 0.0 -0.1 0.2
H -1.76668 -4.13499 1.53533 0.0 0.0 -0.1
H -2.50174 -4.47662 -0.03121 0.1 0.1 0.2
H -0.49245 -5.30407 -0.57346 0.1 0.3 0.0
H -0.10073 -3.63349 -0.96430 -0.1 -0.1 0.2
H 0.60205 -5.19774 1.58615 0.0 0.1 -0.2
H 1.70278 -4.61257 0.33329 -0.2 0.0 0.1
H 1.90470 -3.14714 2.23368 -0.5 0.1 -0.1
H 0.14447 -2.96086 2.38286 0.3 -0.1 -0.1
```
Positions in Å, forces in eV/Å.

Frontier orbital gap = 9.06 eV
SMILES = CCOC(=O)/C1=C(\O[C@H](c2ccccc2)c2ccc(Oc3ccccc3)cc2)CCCCCC1
Energy = -39818.03048 eV
LUMO energy = 0.027 hartree
Max |F| = 1.7 eV/A
Energy relative to the best compared isomer or geometry (same formula, charge and spin) = 0.0 kcal per mole

Okay, here come the Mulliken numbers, in e, for every atom: -1.297 -0.137 -0.189 0.747 -0.721 0.571 0.729 -0.194 -0.415 0.914 -0.338 -0.747 -0.491 -1.001 -0.422 -0.308 -0.770 -0.607 -0.243 -0.479 0.368 -0.239 -0.546 -0.526 -0.331 -0.324 -0.404 -0.280 -1.336 -0.578 -0.807 -0.757 -0.643 -1.708 0.430 0.293 0.310 0.156 0.342 1.127 0.416 0.444 0.401 0.384 0.614 0.425 0.450 0.338 0.382 0.371 0.358 0.421 0.677 0.482 0.459 0.371 0.430 0.327 0.383 0.331 0.472 0.299 0.489 0.266 0.448 0.410

***

(2)
Computed, not measured: a 6-piece molecular cluster, C40H48F5NO4 overall, with the ωB97M-V functional and the def2-TZVPD basis.

```
98
Properties=species:S:1:pos:R:3:forces:R:3
C 1.31132 2.45312 4.10783 -0.1 -0.4 0.0
O 0.65528 1.21084 3.91834 -0.2 0.1 -0.1
C 1.00891 0.55582 2.69334 0.0 -0.1 0.4
C 0.96786 -0.94686 2.93964 0.3 -0.2 -0.2
C 2.20758 -1.67751 2.45716 -0.7 0.2 -0.2
O 2.23756 -1.63119 1.03297 0.6 0.2 -0.1
C 0.06041 1.08456 1.61076 0.2 0.4 0.1
C -1.33622 0.55370 1.78623 0.1 -0.1 -0.7
C -2.39806 1.46751 1.19304 -0.8 -0.4 0.6
C -3.70468 0.71402 0.88480 1.0 -0.3 0.5
C -4.19420 -0.16672 2.04705 -0.4 -0.1 -0.5
N -3.87057 -1.59164 1.95967 0.1 0.0 0.4
O 0.48200 0.84299 0.27917 -0.4 -0.2 0.2
C 1.57415 1.57463 -0.13325 0.5 -0.2 -0.2
O 1.36023 1.89810 -1.48407 0.3 0.2 -0.2
H 0.68973 3.09631 4.71466 -0.2 0.0 0.2
H 1.49380 2.96683 3.17033 0.1 0.1 -0.3
H 2.25720 2.27890 4.61564 0.3 0.1 0.1
H 2.04386 0.81899 2.47731 0.2 0.2 -0.3
H 0.87389 -1.11337 4.00627 -0.1 0.0 0.3
H 0.12378 -1.43842 2.46881 -0.3 0.1 -0.1
H 3.09108 -1.22254 2.89501 0.3 -0.1 0.1
H 2.09832 -2.71292 2.76423 0.4 -0.3 0.2
H 3.12941 -1.39467 0.74535 -0.3 -0.2 0.1
H 0.01408 2.16845 1.75077 0.1 0.2 0.1
H -1.38346 -0.40761 1.28416 0.0 -0.3 0.0
H -1.48768 0.40246 2.84477 -0.2 -0.1 0.3
H -2.03306 1.95816 0.30038 0.1 0.2 -0.2
H -2.65374 2.20066 1.95310 0.2 0.5 0.0
H -3.46868 0.04218 0.06582 -0.3 -0.1 -0.5
H -4.48350 1.40790 0.60013 -0.1 0.2 -0.3
H -3.84060 0.21082 2.99904 0.1 0.1 0.3
H -5.27706 -0.09683 2.07620 -0.3 0.1 0.1
H -3.82990 -1.91097 1.00200 0.0 0.0 0.0
H -2.98742 -1.79800 2.40390 0.1 0.0 -0.2
H 2.48650 0.97036 -0.04128 0.1 -0.1 0.0
H 1.71917 2.48398 0.46016 -0.2 0.2 0.2
H 2.22780 2.12982 -1.85164 -0.4 -0.1 -0.1
F 2.98768 6.02875 -2.93379 0.0 0.0 0.0
C 2.92915 5.27951 -4.05389 0.0 -0.1 -0.2
C 1.84280 4.45041 -4.24965 -0.1 0.0 0.2
C 1.78642 3.68021 -5.40221 0.1 0.1 0.0
C 2.81362 3.74508 -6.33364 0.0 0.0 0.0
C 3.89718 4.58501 -6.11578 -0.1 0.0 0.0
C 3.95896 5.36361 -4.96914 0.1 0.1 0.0
H 1.05678 4.40804 -3.50665 0.0 0.0 0.0
H 0.94291 3.02924 -5.57117 0.0 0.0 0.0
H 2.76890 3.13916 -7.22882 0.0 0.0 0.0
H 4.69946 4.63423 -6.83966 0.0 0.0 0.0
H 4.79168 6.02851 -4.78237 0.0 0.0 0.0
F -4.18646 3.32883 -1.42220 0.0 0.0 0.1
C -4.14158 2.64863 -2.58512 0.0 -0.1 -0.2
C -2.96471 2.02633 -2.95149 0.2 0.0 0.2
C -2.92397 1.32435 -4.14663 -0.1 0.0 0.0
C -4.04901 1.25825 -4.95716 0.0 0.0 0.0
C -5.22063 1.89306 -4.56943 0.1 0.0 0.0
C -5.27360 2.59227 -3.37263 -0.2 0.1 0.1
H -2.09667 2.09350 -2.30815 0.0 0.0 0.0
H -2.01043 0.82795 -4.44438 0.0 0.0 0.0
H -4.01196 0.71182 -5.88995 0.0 0.0 0.0
H -6.09778 1.84502 -5.20036 0.0 0.0 0.0
H -6.17876 3.08853 -3.04883 0.0 0.0 0.0
F -2.43670 -3.59042 5.99268 0.0 0.0 0.0
C -3.78071 -3.72138 5.97519 -0.2 0.0 0.0
C -4.36724 -4.70159 6.75011 0.1 -0.1 0.1
C -5.74808 -4.83041 6.72905 0.0 0.1 -0.1
C -6.51638 -3.98962 5.93497 0.0 0.0 0.0
C -5.90280 -3.01383 5.16164 0.0 -0.1 0.1
C -4.52431 -2.87224 5.18255 0.1 0.1 0.0
H -3.74894 -5.35012 7.35644 0.0 0.0 0.0
H -6.22459 -5.59001 7.33384 0.0 0.0 0.0
H -7.59272 -4.09664 5.91841 0.0 0.0 0.0
H -6.49638 -2.36128 4.53615 0.0 0.0 0.0
H -4.03092 -2.11712 4.58824 0.0 0.0 0.0
F 0.50661 1.08034 -6.79840 -0.1 0.0 0.0
C 1.18662 0.12249 -7.46232 0.1 -0.2 -0.1
C 1.77507 0.43676 -8.67040 0.0 0.2 -0.1
C 2.47727 -0.54946 -9.34712 0.0 -0.1 0.1
C 2.57568 -1.82717 -8.81416 0.0 0.0 0.0
C 1.97266 -2.11989 -7.59873 0.0 0.1 -0.1
C 1.27330 -1.13923 -6.91116 -0.1 0.0 0.2
H 1.67920 1.43727 -9.07154 0.0 0.0 0.0
H 2.94800 -0.31883 -10.29304 0.0 0.0 0.0
H 3.12203 -2.59401 -9.34635 0.0 0.0 0.0
H 2.04582 -3.11554 -7.18308 0.0 0.0 0.0
H 0.80184 -1.34388 -5.95920 0.0 0.0 0.0
F 7.30421 -5.08968 4.42302 0.0 0.0 0.0
C 6.42210 -4.17757 4.87444 -0.1 0.1 0.1
C 5.07576 -4.48211 4.85612 -0.1 -0.2 -0.1
C 4.17159 -3.54081 5.32488 0.1 0.1 0.0
C 4.62032 -2.31380 5.79479 -0.1 0.0 0.0
C 5.97868 -2.02861 5.80088 -0.1 -0.1 0.0
C 6.89161 -2.96628 5.34093 0.2 0.0 0.0
H 4.74717 -5.44139 4.47925 0.0 0.0 0.0
H 3.11324 -3.76476 5.32251 0.0 0.0 0.0
H 3.91068 -1.58152 6.15683 0.0 0.0 0.0
H 6.33045 -1.07282 6.16505 0.0 0.0 0.0
H 7.95483 -2.76698 5.34282 0.0 0.0 0.0
```
Positions in Å, forces in eV/Å.

Frontier orbital gap = 9.37 eV
SMILES = CO[C@@H](CCO)[C@H](CCCCN)OCO.Fc1ccccc1.Fc1ccccc1.Fc1ccccc1.Fc1ccccc1.Fc1ccccc1
Energy = -65524.37207 eV
LUMO energy = 0.017 hartree
Max |F| = 1.1 eV/A

Okay, here come the Mulliken numbers, in e, for every atom: -0.791 -0.459 0.135 -0.702 -0.833 -0.537 0.101 -0.960 -1.050 -0.526 -0.795 -0.525 -0.427 -0.264 -0.359 0.300 0.330 0.266 0.707 0.545 0.054 0.467 0.315 0.326 0.524 0.416 0.528 0.359 0.271 0.330 0.271 0.366 0.478 0.258 0.226 0.142 0.287 0.255 -0.320 0.356 -0.647 -0.317 -0.265 -0.397 -0.487 0.512 0.494 0.289 0.371 0.420 -0.332 0.445 -0.358 -0.539 -0.576 -0.313 -0.563 0.535 0.537 0.386 0.362 0.422 -0.288 0.342 -0.475 -0.350 -0.558 -0.336 -0.213 0.416 0.356 0.367 0.381 0.327 -0.264 0.404 -0.311 -0.417 -0.544 -0.388 -0.443 0.442 0.354 0.372 0.357 0.431 -0.321 0.384 -0.471 -0.283 -0.641 -0.317 -0.465 0.423 0.447 0.455 0.371 0.414